# 1
# C12H18AgO9

A molecular structure, C12H18AgO9 in a non-equilibrium geometry (ωB97M-V/def2-TZVPD, the Open Molecules 2025 dataset).

Structure (ORCA input):
```
! wB97M-V def2-TZVPD RIJCOSX def2/J DEFGRID3
* xyz 2 2
C 4.6782 1.4498 0.2369
H -0.4276 -0.1880 4.2273
H -3.0380 -0.5104 2.7496
H -1.4004 1.1003 3.4242
H 4.6422 1.6710 1.3030
Ag 1.5337 -3.0671 -0.8780
C 3.4005 1.9321 -0.4673
H -3.7227 -1.6022 4.6845
C -1.0823 0.0632 3.3724
C -3.1809 0.4685 -2.4214
O 4.6398 0.0330 0.0309
C -2.6842 -1.8364 4.4870
H -2.5052 -2.8884 4.2885
H -3.0936 -1.5018 -3.2381
C 2.6395 3.0592 0.1950
C -0.5472 -1.3480 1.6744
H -2.1296 -0.6981 -5.2689
C 3.3994 -0.3304 -0.2859
H -3.7623 0.1088 -1.5635
O 3.0556 -1.4758 -0.4119
H 3.5868 2.1831 -1.5122
H -3.9177 0.8728 -3.1144
H 5.5761 1.8491 -0.2218
O -0.3253 -0.1192 2.1978
H 3.0311 4.0127 -0.1545
H 1.5801 2.9503 -0.0220
O 0.0324 -1.8841 0.8182
H 2.7707 3.0581 1.2808
H -1.6675 0.8337 -4.5017
C -2.4366 -0.6447 -3.0874
O 2.5891 0.7154 -0.4513
O -0.3652 -0.7232 -4.1777
H -2.0526 -1.5537 5.3351
C -2.1819 -1.0155 3.2863
C -1.7022 -0.2491 -4.3780
C -0.2286 -1.2246 -2.9616
O -1.6412 -1.9009 2.3546
H -2.5216 1.2361 -2.0135
O -1.3498 -1.1398 -2.2415
O 0.8091 -1.6956 -2.5741
*
```

Kohn-Sham gap (alpha / beta) (eV): 10.259 / 3.178
Relative energy (zero: lowest compared OMol25 entry of this formula, charge and spin) (eV): 0.000
HOMO (alpha / beta) (hartree): -0.5951 / -0.5950
Maximum force (eV/A): 1.66



# 2
# C4H13N3O

2 unconnected molecules or ions with the total composition C4H13N3O in a non-equilibrium geometry (ωB97M-V/def2-TZVPD, the Open Molecules 2025 dataset).

Structure (ORCA input):
```
! wB97M-V def2-TZVPD RIJCOSX def2/J DEFGRID3
* xyz 0 1
H 1.6832 2.2031 -2.2756
H -0.4706 -2.0305 -0.9175
H -1.1177 0.1844 -1.8031
H 0.7092 -1.1053 0.0605
H 1.6173 2.2356 0.0865
C -0.4173 -1.1307 -0.3681
H 2.7274 -1.0948 2.3660
H 1.9071 0.1618 2.2253
C -1.4700 -1.0801 0.8198
N -0.5471 0.2108 -0.9633
N 1.3319 1.2467 -0.0229
H 1.1405 0.7296 0.7944
H -1.2164 -0.2721 1.5681
H -2.9593 -1.1701 -0.7769
O 2.1465 -0.6282 2.7556
H -1.3518 -2.1119 1.2884
N 0.9810 1.4874 -2.3041
H -3.5016 -1.2781 1.0153
H -3.2619 0.1392 0.3518
C 0.6194 1.0480 -1.2083
C -2.9717 -0.8672 0.2573
*
```

Kohn-Sham gap (eV): 10.034
SMILES: [H]/N=C(\N)NCCC.O
Relative energy (zero: lowest compared OMol25 entry of this formula, charge and spin) (eV): 3.148
HOMO (hartree): -0.3418
Maximum force (eV/A): 10.39



# 3
# C41H31AsBiF9N2OPS8

A molecular structure, C41H31AsBiF9N2OPS8 in a non-equilibrium geometry (ωB97M-V/def2-TZVPD, the Open Molecules 2025 dataset).

Structure (ORCA input):
```
! wB97M-V def2-TZVPD RIJCOSX def2/J DEFGRID3
* xyz -1 1
S -1.4962 -0.4810 -3.3317
S 1.7362 0.3974 5.3104
C -3.1568 4.4990 2.5116
F 1.0670 -1.9102 -6.7947
C -7.1011 -4.4359 -2.0229
H 2.7001 3.6108 -1.3940
C 4.7317 -2.1249 4.0087
F 3.0507 -2.6830 -6.5111
C -4.8271 2.5646 3.5295
C -3.4438 -2.7890 -0.5362
H -4.5982 5.9351 3.1773
H 1.1408 0.1169 -5.4385
H 3.2746 -1.9949 -1.5118
C 0.0481 -1.0937 3.9092
H -4.6441 -2.3592 2.4551
H -8.0321 -4.8404 -2.3961
C -5.1522 -3.0681 -2.3329
S -1.0251 -1.7040 2.6879
C 1.2227 -0.9797 6.2907
H 5.2237 0.1686 -1.4636
H -5.7971 -0.7864 -1.0564
H -2.7619 -2.5483 -1.3541
C -5.1067 -1.6704 1.7495
H 1.8750 -1.8580 0.3576
C -5.1647 3.9097 3.6266
C 4.6592 -0.2042 2.4395
C 0.8261 0.0030 3.8548
H -5.2545 0.7822 -0.4167
S -1.9097 5.4845 1.7856
S 1.0634 1.0864 2.5035
C 5.0888 1.2319 -1.5991
C 1.6225 -0.3312 -4.5830
C 5.9702 3.3733 -2.2047
F 7.4293 5.1645 -1.6910
H -3.3871 1.1171 2.8445
S -0.7992 1.6495 -1.3662
C 2.0466 -1.6509 -4.6353
C 3.1583 -2.0459 2.0460
C -4.9249 -0.1725 -0.8282
H -5.9420 -2.1645 1.2533
H 4.6018 5.0176 -2.1627
C 1.7853 0.3838 -3.4126
F 4.4308 -3.4305 4.0922
F 8.2485 3.5698 -2.8699
C 3.6748 3.1737 -1.5603
F 1.3761 -3.6927 -5.6309
C 2.6514 -2.2471 -3.5346
H -4.3696 0.0218 -1.7455
H -6.6698 -3.3418 -3.8112
H -6.0863 4.1970 4.1082
H 0.5507 4.9161 0.5260
C -0.8698 0.0285 -1.9078
F 6.0812 -2.0566 4.0341
S -0.2040 -1.1427 -0.7583
H 5.4039 0.2738 3.0570
O 1.5747 -1.1691 7.4176
C -0.9983 3.9888 1.4523
C 3.8500 1.8129 -1.3398
P 2.3899 0.8204 -0.7777
C -3.6506 2.1654 2.9258
As -3.7253 -1.0780 0.4548
C 4.1680 -1.4553 2.7928
H 2.9732 -3.2767 -3.5934
N 0.2082 4.0482 0.8944
H -4.5534 -2.4215 -2.9587
H -5.1100 -4.5337 0.7067
C 7.1153 4.2451 -2.6276
C 3.2043 -0.1775 0.5182
C -2.7949 3.1381 2.4218
H 0.6635 3.1821 0.6471
C -5.4650 -4.2496 -0.2759
C 2.3655 -0.2133 -2.2949
C 1.8681 -2.4672 -5.8782
C 2.8213 -1.5236 -2.3710
C -6.6552 -4.7676 -0.7544
C -4.6986 -3.3848 -1.0541
C -4.3362 4.8913 3.1115
S 0.0989 -2.0192 5.4059
H 1.4149 1.3981 -3.3442
C 2.6842 -1.4087 0.9144
C 4.7291 3.9591 -1.9910
H 7.1150 1.5648 -2.2170
H -5.4731 -0.8048 2.3016
F 6.8501 4.9469 -3.7468
C 6.1499 2.0077 -2.0230
Bi -0.9982 0.3805 1.1142
H 2.7364 -2.9923 2.3524
H -7.2385 -5.4361 -0.1352
H 4.5468 1.4137 1.0709
C 4.1753 0.4291 1.3152
C -6.3383 -3.5916 -2.8134
F 4.3204 -1.5603 5.1575
N -1.5876 2.9116 1.8301
H -2.9260 -3.4576 0.1555
H -5.4897 1.8164 3.9385
*
```

Kohn-Sham gap (eV): 6.563
Relative energy (zero: lowest compared OMol25 entry of this formula, charge and spin) (eV): 0.277
HOMO (hartree): -0.1748
Maximum force (eV/A): 1.16